Entry 1:
ORCA calculation (wB97M-V/def2-TZVPD) on a 3-piece molecular cluster, C33H49BClN3O9PS2 overall at a distorted geometry.

```
99
Properties=species:S:1:pos:R:3:forces:R:3
O 5.3622 -4.8156 -2.8706 0.0 -0.1 -0.1
H 2.3659 1.0379 3.0710 -0.1 0.0 0.2
H -5.8711 -3.0469 6.1206 0.0 0.1 0.0
O -6.5418 -0.5189 5.2896 0.1 -0.1 0.0
C 3.6434 -4.9882 -1.1699 0.2 0.4 -0.1
O 7.2806 -5.2059 -3.9918 0.0 0.0 0.0
H -2.7234 4.0774 -0.0674 0.0 0.2 0.0
H -6.1330 -1.4544 3.5110 0.1 -0.1 0.0
C 6.3848 -5.5930 -3.3222 0.0 0.0 0.0
C 1.7922 -0.5382 1.0046 1.0 0.4 0.4
H -2.7564 3.8760 1.6755 0.0 0.1 0.2
O 6.2272 -6.8710 -2.8938 0.0 0.1 0.1
C 3.2208 -0.2793 1.5207 -0.2 0.5 -0.6
C -1.2982 -1.7292 -0.4025 0.1 -0.1 -0.1
H -2.7558 0.1021 3.2911 0.1 0.0 0.2
O 2.0240 3.5841 -0.7354 0.1 -0.2 0.6
Cl 0.7663 -3.1988 -1.5115 -0.4 0.2 -0.1
P -3.2147 2.2946 -2.2907 -0.1 1.5 -0.8
O -4.5873 -1.4703 5.7933 -0.1 0.0 0.0
C 1.4158 4.2272 -4.0018 0.2 -0.1 -0.5
H 1.7166 3.2570 1.6543 0.3 0.2 -0.1
H 5.6634 -6.7469 -0.9170 -0.1 0.1 0.0
H 4.6486 -7.8099 -1.9186 0.1 0.0 -0.1
H 1.5584 5.0429 -6.0075 -0.2 0.1 0.1
H -3.4704 -0.7928 1.9849 -0.1 -0.1 0.0
O -0.3752 -0.0979 -2.8590 -0.5 0.0 0.9
C -4.6218 -3.4805 4.4292 0.3 0.1 0.1
H 4.0276 0.4849 3.3622 -0.1 0.0 0.3
H 3.6602 -5.9430 -3.0958 0.0 -0.1 0.0
N -2.0389 1.5796 -1.1473 -0.4 -0.6 -0.1
B 0.5292 0.1654 -1.8199 0.0 0.0 -0.4
H 2.3020 -0.9016 -2.0492 0.4 0.1 0.2
C -2.5515 3.3693 0.7415 0.0 0.0 -0.5
H -1.4729 -1.7857 -1.4659 0.1 0.2 -0.2
H 1.9135 -1.2562 0.1988 -0.3 -0.2 -0.1
O -4.9945 0.6519 6.4403 0.0 0.0 0.0
C -0.2239 4.1087 1.0970 0.4 0.2 0.5
H -0.2827 -1.0321 -3.0873 0.3 0.2 -0.7
H -0.6801 0.3178 2.1526 0.2 0.1 -0.1
H -7.4271 -2.2129 4.4689 -0.1 0.1 0.1
C 4.3641 -5.6768 -2.3016 -0.1 0.1 0.3
H -4.0713 -2.9408 3.6557 -0.1 0.0 0.0
H 2.9520 -5.6701 -0.6742 0.0 0.0 0.0
C 1.3797 3.3002 -1.7053 0.3 -0.1 -0.6
C -1.3919 -0.3309 1.6581 -0.2 0.7 0.7
C 5.1986 -6.8724 -1.8980 0.0 -0.1 -0.1
H -4.4332 2.1379 -1.6208 0.2 -0.5 0.2
H 0.8730 1.2984 1.4414 0.1 0.2 0.1
H -5.2754 -4.2137 3.9567 0.0 0.0 0.0
H -1.1489 -1.3225 2.0221 0.2 -0.2 -0.2
H -2.1965 -2.1510 0.0471 0.0 -0.1 0.2
C 3.1566 2.6657 -3.3969 0.1 0.4 -0.4
H -3.1869 1.3749 -3.3448 0.1 -0.4 0.4
N 1.9520 0.0483 -2.0977 -0.6 0.2 0.0
H -3.2027 0.9265 1.8112 0.1 0.2 0.0
C -2.7713 0.0119 2.2104 -0.4 -0.4 -0.4
H 1.2493 -0.9594 1.8458 -0.4 -0.3 -0.2
C -6.4588 -1.7212 4.5207 -0.3 0.0 0.1
H 2.0864 0.3906 -3.0455 0.2 -0.4 -0.2
H 3.7046 -1.2065 1.8096 -0.1 -0.2 0.2
H -3.2964 2.5824 0.6378 0.0 -0.1 0.1
S -5.7559 -0.6071 0.2079 -0.5 -0.2 0.1
H 1.2660 4.7695 2.5106 0.3 0.1 -0.1
H 0.5365 4.8076 -3.7596 -0.1 0.0 0.1
H -0.3761 2.5542 -2.6594 0.0 0.0 -0.1
C -5.4215 -2.5216 5.2746 0.2 -0.2 -0.3
O 0.0714 -3.1451 0.9725 0.1 -0.5 1.3
H 1.9821 1.3852 0.1136 -0.1 0.1 -0.4
H 4.3578 -4.6112 -0.4363 0.0 -0.1 0.0
C 3.1221 3.6589 -5.6061 -0.1 -0.3 0.4
C 1.1895 0.7862 0.5377 -0.8 -0.5 0.9
H -0.8756 4.7984 1.6266 -0.2 0.1 -0.1
H -0.9996 2.2036 1.5684 0.0 -0.2 0.1
H 3.5671 3.7348 -6.5852 0.0 0.1 -0.1
C -0.0391 0.6857 -0.3886 1.6 -0.3 0.2
H 0.5019 3.2478 2.9032 0.0 0.0 0.2
C 1.9767 4.3794 -5.2680 0.5 -0.4 0.1
C 2.0034 3.3726 -3.0648 -0.3 0.2 -0.4
C -2.3033 0.3898 -0.7300 0.3 0.0 0.5
H 3.7580 1.7034 2.1822 -0.3 0.3 0.0
C -4.4410 -0.4473 -0.5449 0.3 0.1 -0.5
C 3.3182 0.8074 2.6070 0.6 -0.5 -0.3
C -0.7008 2.0836 -0.5669 -0.8 0.4 -0.5
H 4.5913 2.2343 -4.9075 0.1 0.0 -0.2
C -0.1955 -2.6842 -0.0601 0.1 0.3 -1.0
H 3.7710 0.0755 0.6481 0.2 -0.1 -0.1
H -0.6029 3.9361 -1.5895 -0.1 0.2 -0.3
H 3.0798 -4.1309 -1.5420 0.2 -0.2 0.0
C 0.9137 3.8398 2.0818 -0.6 -0.6 0.0
C -0.1131 2.9709 -1.6922 0.2 -0.2 0.7
H 3.6355 2.0245 -2.6741 0.0 0.0 0.2
S -3.0108 4.1038 -2.8882 0.1 -0.2 0.1
H -3.8892 -4.0096 5.0369 -0.1 0.0 0.0
C -5.3412 -0.3449 5.9035 0.0 0.0 0.0
N -3.4211 -0.2591 -1.2071 -0.1 0.2 0.9
C -1.1919 -0.2589 0.1346 -0.6 -0.2 -1.4
H 0.1544 4.6737 0.2512 -0.1 -0.1 -0.2
C -1.0925 2.8880 0.7294 0.1 0.0 0.3
C 3.7058 2.8035 -4.6745 -0.4 0.1 0.4
```
Forces are in eV/Å.

Values from the calculation:
calculated total energy: -102067.0593 eV
2S+1: 1
net charge: +1

Entry 2:
ORCA calculation (wB97M-V/def2-TZVPD) on C33H49INO2Sb2Si2Y as an isolated structure.

```
91
Properties=species:S:1:pos:R:3:forces:R:3
C 3.7413 -4.2590 -0.8940 0.0 -0.1 0.0
C 1.8516 -2.6474 -1.0807 0.2 0.2 0.0
H 2.0343 3.9256 -3.6016 -0.1 -0.1 0.0
H -4.7092 -1.7890 -1.7662 0.1 0.1 -0.1
H -2.5155 4.4638 -0.8099 0.0 0.1 0.0
C -2.5669 2.2605 -2.7302 0.0 0.0 -0.1
H -0.9729 4.6085 -1.6487 0.0 0.0 0.0
C -1.4471 4.2496 -0.7370 0.1 0.1 0.3
C -1.6124 -1.6456 -0.3471 0.2 0.0 0.2
C 4.2459 -1.9274 -0.7195 -0.1 0.1 -0.1
C 3.2488 -2.9241 -0.9005 0.1 -0.1 0.0
H -3.4860 2.8212 -2.5430 0.1 0.0 -0.1
H -3.6154 0.8421 0.2789 0.0 0.1 0.0
O 3.2433 -1.2710 2.3098 0.0 0.0 -0.2
C -2.5912 -4.5163 0.4916 -0.1 -0.3 -0.2
C 1.2350 5.7210 -0.6661 -0.1 0.0 0.1
N 1.2473 -0.2327 1.7682 0.2 0.0 0.5
Si -1.8529 -2.8814 1.0117 0.0 0.1 0.1
H 0.6799 5.8079 -1.6002 0.0 0.0 0.0
Y 0.6066 -0.7380 -0.3685 -0.5 0.0 0.0
H 1.7594 6.5757 1.7810 0.0 0.0 0.0
H -1.7351 5.1553 3.8020 0.0 0.0 0.0
H -4.0370 -0.1530 -1.7561 0.0 -0.1 -0.1
H -3.9648 2.5805 0.0710 0.0 0.0 0.0
C 1.6829 3.3548 -2.7391 0.0 0.0 0.0
H 0.4672 6.3297 3.8596 0.0 0.0 0.0
H -2.8163 1.2881 -3.1540 0.0 0.1 0.0
H 0.5338 -3.6711 1.3096 0.0 0.0 0.0
C 0.0854 5.9156 2.9336 -0.1 0.0 0.0
C -3.9615 -1.1361 -2.2359 -0.2 0.2 -0.1
O -0.6839 0.9603 1.8930 0.0 0.0 0.0
H -2.5964 -1.1400 2.6023 -0.1 -0.1 0.0
H 0.8499 -5.8742 -1.6772 0.0 0.1 0.0
H 2.8889 0.5936 4.2987 0.0 0.0 0.0
C -2.4364 -3.6397 -2.7072 0.0 -0.3 -0.1
H -1.9487 2.8098 -3.4462 -0.1 -0.1 0.1
H -0.0692 0.3974 4.5266 0.0 0.0 0.0
H -3.1804 -4.2173 -2.1520 0.1 0.1 -0.1
I 3.7616 0.1093 -0.9460 -0.2 -0.2 -0.1
H 5.4337 -5.5688 -0.6105 0.0 0.1 0.0
H -1.9367 -5.0660 -0.1983 -0.1 0.1 0.1
C 1.0492 -3.7350 -1.3536 0.1 0.0 -0.1
C 2.8417 -5.3217 -1.1766 0.1 0.0 0.0
C 5.5584 -2.1824 -0.4695 0.1 -0.2 0.0
C 2.0384 -0.0230 4.0117 -0.1 0.1 0.0
C 0.3297 0.5291 2.4361 0.2 -0.2 -0.2
C -0.8741 4.8692 0.5110 -0.1 -0.2 -0.1
H -3.5645 -4.3851 0.0045 0.1 -0.1 0.1
C -0.2802 -3.3155 1.9470 0.1 -0.1 0.1
H 1.8950 3.3748 1.4409 0.0 -0.1 0.0
C -1.6054 4.7588 1.6993 0.0 -0.1 0.0
C 2.2924 -0.5985 2.6211 -0.4 0.2 0.0
H -0.1124 -1.6338 -3.2865 -0.1 0.0 0.0
H 7.0359 -3.7353 -0.1837 0.0 0.0 0.0
C -2.9788 -2.1240 2.2968 -0.3 0.1 0.2
C -3.2129 1.8521 0.3763 0.0 -0.1 0.1
C 0.7286 0.7538 3.8764 0.1 0.0 0.0
C 1.5317 -5.0638 -1.4376 -0.1 0.0 0.0
H 1.9806 -0.8487 4.7185 0.0 0.0 0.0
H -1.4554 -1.0725 -4.2825 0.1 0.0 0.1
H 0.6058 3.4863 -2.6421 0.0 -0.1 0.0
C 5.1084 -4.5330 -0.6248 -0.1 0.0 -0.1
H 6.2637 -1.3731 -0.3277 0.0 -0.1 0.0
H -1.5034 -4.2122 -2.7168 -0.2 0.1 0.0
H -2.7813 -3.5585 -3.7454 0.0 0.0 0.1
H -2.5647 4.2494 1.6703 0.1 0.1 0.0
H -0.8398 -0.0286 -3.0063 0.0 -0.1 -0.1
H -3.0446 -2.7599 3.1886 0.0 0.1 -0.1
Sb 2.7000 4.1341 -0.9997 0.0 0.0 0.0
H -3.9949 -1.9802 1.9044 0.2 0.0 0.1
H -0.5038 -4.1115 2.6683 0.0 0.1 -0.1
H 0.0898 -2.4594 2.5200 0.0 -0.1 0.0
C -1.0614 -1.0758 -3.2590 0.1 0.1 -0.1
H 0.9253 2.4562 0.2763 0.3 0.1 0.1
H -2.9142 2.0077 1.4135 0.0 0.0 -0.1
H -4.2335 -1.0195 -3.2937 0.0 0.0 0.2
C 5.9959 -3.5246 -0.3991 0.0 0.1 0.0
H 1.9127 2.3039 -2.9156 0.0 0.0 0.0
C 1.9355 2.8080 0.5069 0.0 0.0 0.0
H -2.1497 -0.7588 0.0341 0.1 0.0 0.0
H -0.0157 -3.5914 -1.5014 0.0 0.0 0.1
C 0.3559 5.5406 0.5385 0.1 0.0 0.0
Si -2.2614 -1.8998 -2.0444 0.1 0.1 0.0
H 3.2269 -6.3361 -1.1970 0.0 0.1 0.0
C 0.8081 6.0515 1.7618 0.0 0.0 -0.1
Sb -1.5023 2.0766 -0.8731 0.0 0.0 -0.3
H 2.6090 1.9575 0.6318 -0.2 0.3 0.1
H 1.8249 6.6279 -0.5490 0.0 0.1 0.0
H -2.7394 -5.1381 1.3828 0.0 0.0 -0.1
H 0.8318 1.8265 4.0453 0.0 0.0 0.0
C -1.1426 5.2640 2.9013 0.1 0.0 0.0
```
Forces are in eV/Å.

Values from the calculation:
ΔE to the lowest compared entry with this formula, charge and spin: 22.77 kcal/mol
calculated total energy: -78578.2105 eV
2S+1: 1

Entry 3:
ORCA calculation (wB97M-V/def2-TZVPD) on C33H50AuCl2P2 as an isolated structure at a distorted geometry.

```
88
Properties=species:S:1:pos:R:3:forces:R:3
C -2.8134 2.2019 -3.8586 0.1 0.0 0.0
C -1.0707 0.3413 -3.9651 -0.3 0.2 -0.1
H 1.3208 -3.3402 -0.8794 0.0 0.0 -0.1
H -3.2322 -0.5915 8.5391 0.3 0.0 -0.3
H 4.7988 1.6598 -4.2476 -0.1 0.0 -0.1
C 1.9668 1.4084 -2.2315 0.3 0.1 -0.1
H 4.1994 -0.6399 -3.8040 0.0 0.0 0.0
C 1.1867 -4.6639 -2.5931 0.0 0.2 0.0
H 3.4375 2.9646 -2.5368 0.1 -0.1 0.0
C -0.1458 -5.3584 -2.3030 0.0 0.1 0.1
H -0.7118 6.7599 1.4954 0.0 -0.2 0.1
C -2.3879 0.8914 -4.5301 0.0 -0.1 0.0
H 1.7917 1.6606 -1.1770 -0.1 0.0 -0.2
H -1.3638 -3.1142 -0.9225 0.0 0.0 -0.2
H 3.1664 2.0618 -4.7753 0.0 -0.1 0.1
P 0.2266 -0.7012 -1.5259 -0.2 0.1 -1.3
C 3.7388 1.4519 -4.0627 -0.1 0.0 -0.1
H -0.2091 -6.2875 -2.8787 0.0 0.0 0.1
H -2.2880 1.0356 -5.6135 -0.1 0.0 0.1
H -1.6868 6.2152 3.7204 0.1 -0.2 -0.1
H -1.4608 3.9108 4.6608 0.0 0.1 -0.3
H -0.8317 -0.6085 -4.4635 0.0 0.2 0.1
C 2.0543 -0.2701 4.9888 0.2 -0.1 0.2
H 1.4665 -2.7230 3.0800 -0.2 0.1 0.2
C -0.4424 1.7926 3.3466 -0.3 0.9 1.0
H 2.0158 -5.2710 -2.2158 0.0 -0.1 -0.1
C 1.8051 -0.1013 -2.4324 -0.4 -0.4 0.5
H 4.0993 1.4461 -1.9311 -0.1 0.0 -0.1
C -1.4505 1.5507 -1.8031 -0.3 0.0 0.0
H 0.7135 -1.5907 7.0982 -0.3 0.1 0.0
H 0.0912 -2.2010 -3.4501 0.0 -0.3 0.2
H -3.8257 2.4644 -4.1871 0.1 0.1 0.0
C -1.1761 0.1864 -2.4525 0.5 -0.2 0.4
H -0.1800 -5.6390 -1.2428 0.0 0.1 0.0
C -1.1601 5.4393 3.1609 0.1 0.3 -0.3
Cl -2.1263 -0.3450 1.0991 -0.8 -0.3 -0.3
H 3.5868 -0.2447 -5.4075 0.1 0.0 0.1
H 0.9746 -3.1524 4.7757 0.0 -0.1 -0.3
C -1.2575 -3.0619 -2.0172 0.2 -0.3 0.1
H 1.8629 0.7263 5.4056 0.1 -0.2 -0.1
H -0.9393 -1.4717 8.9576 -0.1 0.1 -0.3
H 0.8506 2.7365 1.2003 -0.1 0.1 -0.1
C 0.7054 -2.6031 3.8626 0.1 -0.2 0.4
C -0.3934 3.1359 2.9252 0.0 0.3 0.0
Au -0.0155 0.1999 2.1503 0.0 -0.1 0.4
H -2.0390 -0.4646 -2.2299 0.1 0.3 0.0
H -2.1499 3.0085 -4.1985 0.0 -0.1 0.0
H 1.3253 -4.5848 -3.6793 0.0 0.0 0.0
C 0.0764 -2.3816 -2.3604 0.0 0.4 -0.3
C -1.3503 -4.4729 -2.6262 0.0 0.2 0.0
C -0.5951 5.7573 1.9080 0.0 -0.2 0.2
H -3.1716 0.1378 -4.3777 0.0 0.0 0.0
H -0.8243 1.5911 4.3631 0.1 0.4 -0.6
C -0.6539 -0.7657 5.6179 -0.2 -0.3 0.7
C -0.2873 -1.1976 6.9118 -0.6 0.3 -0.2
H -0.2600 -2.9524 3.4771 0.2 0.0 0.1
H 1.2266 1.9435 -2.8469 0.2 -0.1 0.1
H -3.5942 1.5001 -1.9684 0.1 0.1 0.0
C -1.9528 -0.2972 5.3877 0.0 -0.1 0.2
C 1.2810 -3.2588 -1.9769 -0.2 -0.2 0.0
H 2.5679 -0.6064 -1.8132 0.0 0.3 -0.2
H -2.9275 3.1330 -1.9000 0.0 -0.1 -0.1
H -3.8854 0.1299 6.2378 0.2 -0.1 0.1
H -0.6296 2.2472 -2.0300 -0.2 -0.1 0.1
C 3.4593 -0.0310 -4.3389 0.0 -0.1 0.1
H 0.6333 5.0611 0.2725 -0.2 -0.1 0.3
Cl 2.0489 -0.1626 0.9514 1.2 -0.2 0.1
C 0.2675 3.5006 1.7063 -0.5 0.2 0.5
C 0.1447 4.7875 1.2115 0.0 0.2 0.1
H 2.8200 -0.2015 4.2072 -0.1 0.0 0.2
H -1.4421 -4.3770 -3.7157 0.0 0.0 0.0
H -2.2246 0.0318 4.3818 0.0 -0.2 0.2
H 1.9460 -1.5492 -4.0772 0.0 0.2 0.1
C 3.3746 1.8748 -2.6364 -0.1 -0.2 0.1
H -2.1072 -2.4677 -2.3862 0.3 -0.1 0.1
C -1.2156 -1.1305 7.9576 0.0 0.0 -0.2
P 0.5155 -0.8325 4.2284 0.0 -0.2 -0.5
C -2.8764 -0.2309 6.4345 0.3 -0.2 0.2
H 2.3724 -0.9510 5.7908 0.1 0.2 -0.2
C 2.0563 -0.4714 -3.8989 0.0 0.2 -0.1
C -2.7708 2.1345 -2.3261 0.1 -0.1 0.0
H -2.2706 -4.9505 -2.2760 0.0 0.0 -0.1
C -1.0473 4.1679 3.6835 0.4 -0.4 -0.5
H 2.2316 -2.7977 -2.2886 -0.3 -0.1 0.1
H 1.3199 0.0291 -4.5394 0.2 -0.2 0.1
H -0.2678 1.0525 -4.2058 -0.2 -0.1 0.1
H -1.5079 1.4276 -0.7124 0.1 0.1 -0.3
C -2.5068 -0.6412 7.7212 0.1 0.0 -0.3
```
Forces are in eV/Å.

Values from the calculation:
expectation value of S²: 2.045
calculated total energy: -82349.5767 eV
2S+1: 3
net charge: -1